# C25H36NOP3Ti

A structure of composition C25H36NOP3Ti in a non-equilibrium geometry (ωB97M-V/def2-TZVPD, the Open Molecules 2025 dataset).

Output
Strongest force on any atom (eV/A): 8.9
Highest occupied orbital energy (alpha / beta) (eV): -13.77 / -13.77
Spin multiplicity: 1
HOMO-LUMO gap (alpha / beta) (eV): 6.4 / 6.5
Total charge: +2

Geometry (Å):
1 Ti -0.023 1.746 -0.525
2 H -0.313 2.831 0.986
3 H 1.461 -0.065 0.865
4 P -1.917 2.877 0.762
5 P 2.271 2.527 -0.841
6 C 2.854 2.001 -2.489
7 H 3.918 2.259 -2.594
8 H 2.730 0.919 -2.627
9 H 2.274 2.521 -3.260
10 C 3.028 4.171 -0.675
11 H 3.017 4.471 0.380
12 H 4.061 4.149 -1.049
13 H 2.432 4.884 -1.254
14 C 3.423 1.580 0.251
15 H 3.297 0.495 0.134
16 H 4.472 1.825 0.019
17 H 3.235 1.835 1.304
18 C -2.072 4.671 0.982
19 H -3.075 4.916 1.352
20 H -1.321 5.015 1.699
21 H -1.895 5.176 0.028
22 C -3.363 2.467 -0.269
23 H -3.567 1.390 -0.257
24 H -4.235 2.995 0.145
25 H -3.227 2.773 -1.312
26 C -2.384 2.132 2.354
27 H -1.579 2.310 3.075
28 H -3.317 2.588 2.714
29 H -2.511 1.050 2.229
30 C -0.894 1.720 -2.271
31 O -1.456 1.713 -3.307
32 H 0.487 3.282 -0.887
33 N 0.650 -0.041 0.226
34 P 0.061 -1.581 0.100
35 C 0.179 -2.381 -1.508
36 C 0.595 -1.706 -2.670
37 C 0.654 -2.387 -3.889
38 C 0.309 -3.738 -3.966
39 C -0.106 -4.418 -2.817
40 C -0.176 -3.745 -1.596
41 C 1.138 -2.444 1.269
42 C 2.057 -3.426 0.842
43 C 3.124 -3.797 1.671
44 C 3.284 -3.200 2.928
45 C 2.364 -2.242 3.369
46 C 1.279 -1.897 2.568
47 C -1.670 -1.608 0.605
48 C -2.666 -1.263 -0.326
49 C -3.996 -1.162 0.081
50 C -4.347 -1.450 1.405
51 C -3.366 -1.844 2.316
52 C -2.034 -1.940 1.922
53 H 0.857 -0.645 -2.615
54 H 0.970 -1.852 -4.789
55 H 0.359 -4.263 -4.922
56 H -0.375 -5.472 -2.869
57 H -0.505 -4.280 -0.703
58 H 1.961 -3.875 -0.147
59 H 3.853 -4.536 1.325
60 H 4.128 -3.474 3.567
61 H 2.496 -1.746 4.330
62 H 0.568 -1.154 2.947
63 H -2.395 -1.049 -1.365
64 H -4.762 -0.874 -0.641
65 H -5.392 -1.389 1.714
66 H -3.638 -2.081 3.347
67 H -1.268 -2.264 2.626